# 1
Below is a structure of composition C38H50FN9SeSiTi in a non-equilibrium geometry, with properties calculated with ωB97M-V/def2-TZVPD.

Properties
Highest occupied orbital energy (alpha / beta): -6.020 / -5.895 eV
Kohn-Sham gap (alpha / beta): 5.18 / 5.06 eV

Positions of all 101 atoms, in Å:
Se: 0.17 0.68 7.73
Ti: 0.48 -0.19 0.17
Si: 0.99 0.99 -2.90
F: -3.74 5.94 -3.19
N: 1.84 0.06 1.72
N: -0.49 1.29 1.56
N: 1.43 0.11 6.59
N: -1.24 -1.64 2.15
N: 1.26 -2.37 0.26
N: -0.84 1.34 6.41
N: 1.56 -0.02 -1.41
N: -1.19 -1.78 -1.34
N: -3.30 -0.17 0.41
C: -1.29 3.94 -1.43
C: 1.48 -3.16 1.50
C: -1.55 2.09 1.43
C: -1.85 2.29 3.80
C: -0.51 -2.61 2.98
C: -0.22 1.12 5.28
C: -0.58 1.55 -1.60
C: 5.76 -0.46 -1.36
C: -1.46 2.68 -2.01
C: -2.25 2.63 2.50
C: -4.21 -0.45 -0.68
C: 3.79 -0.57 2.99
C: 3.78 0.86 -1.01
C: 1.22 0.42 2.91
C: -0.72 -3.14 -1.04
C: 3.58 -1.38 -1.80
C: 0.24 -3.68 2.20
C: 2.44 0.42 -4.09
C: 5.16 0.74 -0.99
C: -2.99 4.88 -2.80
C: -2.04 5.04 -1.82
C: -2.57 -1.94 -1.85
C: 3.11 -0.34 4.22
C: 1.05 0.43 5.38
C: 4.97 -1.51 -1.77
C: -0.30 0.17 -4.10
C: 1.83 0.14 4.18
C: 1.54 2.81 -2.90
C: 0.00 1.09 2.82
C: -0.73 1.52 3.97
C: 3.11 -0.39 1.82
C: 0.77 -3.20 -0.85
C: -2.63 -2.04 1.92
C: -3.19 3.66 -3.41
C: 2.96 -0.20 -1.41
C: -2.43 2.57 -3.01
C: -3.45 -0.70 -1.96
C: -3.53 -0.83 1.68
H: 2.99 -2.20 -2.20
H: 1.24 -2.83 -1.76
H: -2.57 1.63 -3.53
H: -3.01 -2.57 2.80
H: -3.38 -0.11 2.50
H: 2.19 -2.07 -0.03
H: 2.48 -0.66 -4.30
H: 0.82 3.44 -3.43
H: -0.53 4.07 -0.67
H: -0.52 0.87 -4.91
H: 3.58 -0.53 5.18
H: -1.89 6.02 -1.38
H: -3.18 0.82 0.54
H: -4.16 -0.85 -2.78
H: 3.31 1.79 -0.71
H: -0.42 -4.23 1.53
H: -3.09 3.29 2.31
H: -2.69 -2.73 1.07
H: -1.19 -3.10 3.68
H: 0.22 -2.07 3.59
H: -4.93 0.37 -0.83
H: 5.42 -2.44 -2.09
H: 2.51 2.96 -3.36
H: 4.81 -0.92 2.97
H: -3.94 3.56 -4.19
H: -1.25 -3.49 -0.16
H: 5.76 1.58 -0.68
H: -1.17 0.65 -1.40
H: -1.28 -0.79 2.69
H: -2.40 2.64 4.66
H: -4.81 -1.34 -0.44
H: -0.98 -3.84 -1.86
H: -0.03 1.88 -0.70
H: -2.86 0.18 -2.23
H: -2.52 -2.43 -2.83
H: 0.13 -0.71 -4.58
H: 6.84 -0.56 -1.34
H: 2.20 0.91 -5.04
H: -4.57 -1.18 1.77
H: 1.08 -4.24 -0.72
H: -1.84 2.30 0.41
H: 3.60 -0.60 0.88
H: 0.59 -4.41 2.93
H: -1.26 -0.10 -3.66
H: 3.44 0.74 -3.82
H: 1.57 3.20 -1.88
H: 2.13 -4.00 1.25
H: -0.62 -1.42 -2.11
H: -3.06 -2.66 -1.19
H: 2.03 -2.53 2.20

Atomic partial charges in e from the Mulliken method, atoms 1 to 8: number 1, Se, carries 0.210; number 2, Ti, carries 0.294; number 3, Si, carries 2.026; number 4, F, carries -0.370; number 5, N, carries 1.356; number 6, N, carries 1.113; number 7, N, carries -0.891; number 8, N, carries 0.640

=====

# 2
Below is the molecule C16H17F7O5S, with properties calculated with ωB97M-V/def2-TZVPD.

Properties
Highest occupied orbital energy: -10.161 eV
Kohn-Sham gap: 8.56 eV
Structure (SMILES): CCCOC1=C(S(=O)(=O)C(F)(F)C(F)(F)C(F)(F)F)C(=O)C=C([C@H](C)CC)C1=O

Positions of all 46 atoms, in Å:
S: -0.78 2.79 1.11
F: 2.06 2.18 1.43
F: -0.33 2.58 3.73
F: 1.63 0.80 3.95
F: 2.47 3.94 2.66
F: 3.58 1.54 3.43
F: 0.12 4.47 2.76
F: 2.37 2.60 4.88
O: -1.14 0.02 2.55
O: -0.25 3.72 0.16
O: -0.60 -1.16 -2.05
O: -2.15 2.87 1.54
O: -0.34 1.72 -1.73
C: 0.68 -1.41 -0.06
C: -1.40 1.63 -2.72
C: -0.34 0.83 -0.73
C: 2.03 -2.42 -1.98
C: 0.24 3.13 2.66
C: -2.78 1.80 -2.10
C: 0.51 -1.08 1.23
C: 1.60 -2.53 -0.51
C: -0.12 -0.65 -1.06
C: 1.04 -3.93 -0.14
C: -0.46 1.14 0.58
C: 2.34 1.90 3.75
C: 0.11 -4.56 -1.19
C: -3.57 0.49 -1.89
C: 1.78 2.79 2.60
C: -0.42 0.02 1.58
H: -4.63 0.67 -2.04
H: 1.88 -4.58 0.08
H: 2.90 -3.05 -2.15
H: 1.00 -1.61 2.04
H: -1.32 0.69 -3.26
H: -0.68 -5.13 -0.70
H: 0.47 -3.81 0.78
H: 2.52 -2.40 0.07
H: 2.33 -1.39 -2.22
H: -2.68 2.33 -1.15
H: -3.43 0.12 -0.87
H: 0.65 -5.22 -1.86
H: 1.25 -2.70 -2.67
H: -3.23 -0.28 -2.58
H: -3.35 2.46 -2.75
H: -0.39 -3.78 -1.78
H: -1.18 2.45 -3.40

Atomic partial charges in e from the Mulliken method, atoms 1 to 8: number 1, S, carries 1.556; number 2, F, carries -0.263; number 3, F, carries -0.260; number 4, F, carries -0.197; number 5, F, carries -0.289; number 6, F, carries -0.258; number 7, F, carries -0.262; number 8, F, carries -0.256

=====

# 3
Below is a cluster of 3 separate species, C5H16O2S in total in a non-equilibrium geometry, with properties calculated with ωB97M-V/def2-TZVPD.

Properties
Highest occupied orbital energy: -8.819 eV
Kohn-Sham gap: 9.43 eV
Energy above the lowest of the compared OMol25 structures with the same formula, charge and spin: 132.9 kJ/mol
Structure (SMILES): CCCCSC.O.O

Positions of all 24 atoms, in Å:
S: 0.24 0.91 0.24
O: 2.54 3.04 -1.71
O: 5.47 4.65 -1.42
C: -0.74 -1.74 -0.15
C: 0.33 0.69 2.00
C: -1.82 -2.70 -0.47
C: -3.10 -2.52 0.49
C: -1.09 -0.26 -0.08
H: -1.59 0.00 -1.02
H: -0.32 -1.90 0.86
H: -1.78 0.03 0.72
H: -2.16 -2.81 -1.50
H: -3.83 -2.07 -0.19
H: 2.02 2.97 -0.90
H: 6.03 3.94 -1.10
H: -2.72 -1.99 1.36
H: 1.92 2.71 -2.35
H: -1.54 -3.73 -0.22
H: 4.78 4.15 -1.88
H: 0.35 -0.35 2.33
H: 0.17 -2.02 -0.69
H: -0.56 1.10 2.48
H: 1.19 1.24 2.39
H: -3.78 -3.33 0.78

Atomic partial charges in e from the Mulliken method, atoms 1 to 8: number 1, S, carries -0.065; number 2, O, carries -0.602; number 3, O, carries -0.637; number 4, C, carries -0.591; number 5, C, carries -0.877; number 6, C, carries -0.541; number 7, C, carries -1.033; number 8, C, carries -0.597

=====

# 4
Below is a structure of composition C38H25F7N6O2Rh, with properties calculated with ωB97M-V/def2-TZVPD.

Properties
Expectation value of S²: 0.75
Highest occupied orbital energy (alpha / beta): -6.499 / -7.457 eV
Kohn-Sham gap (alpha / beta): 6.12 / 7.08 eV
Energy above the lowest of the compared OMol25 structures with the same formula, charge and spin: 0.0 kJ/mol
Spin multiplicity: 2

Positions of all 79 atoms, in Å:
Rh: -0.10 -0.58 -0.22
F: 0.18 -3.14 -1.48
F: 2.14 3.14 -3.38
F: -1.84 -3.20 -2.96
F: -2.59 -1.85 -1.45
F: 0.55 -1.55 -2.93
F: -1.87 -1.07 -3.34
F: 5.03 0.07 -1.38
O: -6.54 0.12 11.12
O: 1.57 -1.55 1.82
N: -0.54 0.85 1.45
N: -3.07 0.99 5.69
N: -1.43 -1.66 1.17
N: -1.10 1.20 -1.44
N: -3.65 -1.14 5.53
N: 2.57 -0.89 2.28
C: -5.79 -1.03 9.23
C: -2.53 0.53 4.51
C: -1.64 -2.00 -2.40
C: 1.19 1.46 -1.97
C: -3.73 -0.06 6.26
C: -1.74 -2.94 1.07
C: -5.84 0.16 9.96
C: -2.90 2.52 -2.29
C: 2.30 2.06 -2.57
C: 2.38 0.24 3.00
C: -0.20 -1.84 -1.81
C: -0.14 2.11 1.49
C: -0.50 2.98 2.52
C: 4.74 0.58 3.20
C: -2.90 -0.79 4.43
C: -4.45 0.05 7.54
C: 3.59 1.63 -2.39
C: -1.34 0.38 2.42
C: -5.11 -1.08 8.04
C: -1.28 2.50 3.55
C: -5.19 1.29 9.47
C: -2.87 -2.95 3.18
C: -1.99 3.22 -3.07
C: -1.78 -1.00 2.30
C: -0.21 1.88 -2.17
C: -1.72 1.17 3.52
C: 3.77 0.53 -1.57
C: 1.41 0.34 -1.13
C: -4.50 1.22 8.27
C: 4.93 -0.59 2.48
C: -2.53 -1.60 3.31
C: -2.39 1.51 -1.49
C: -6.62 1.31 11.88
C: 3.44 0.98 3.46
C: -2.46 -3.63 2.06
C: 3.84 -1.31 2.03
C: -0.65 2.91 -3.02
C: 2.72 -0.12 -0.96
H: 5.92 -0.96 2.25
H: -7.11 2.11 11.32
H: -7.22 1.06 12.76
H: -3.45 -3.43 3.96
H: -5.63 1.64 12.21
H: 3.90 -2.22 1.46
H: -1.55 3.15 4.37
H: -3.00 1.92 6.05
H: -1.42 -3.44 0.17
H: 3.24 1.88 4.02
H: -0.15 4.00 2.51
H: -3.96 2.73 -2.31
H: -5.06 -2.00 7.47
H: 2.91 -1.01 -0.37
H: 5.59 1.15 3.56
H: -2.34 4.01 -3.73
H: -5.21 2.23 10.02
H: 0.06 3.46 -3.62
H: -6.30 -1.90 9.62
H: 1.34 0.49 3.15
H: -3.05 0.91 -0.86
H: -4.01 2.12 7.92
H: 0.49 2.43 0.67
H: -2.68 -4.67 1.92
H: 4.42 2.13 -2.87

Atomic partial charges in e from the Mulliken method, atoms 1 to 8: number 1, Rh, carries 0.375; number 2, F, carries -0.377; number 3, F, carries -0.367; number 4, F, carries -0.300; number 5, F, carries -0.221; number 6, F, carries -0.298; number 7, F, carries -0.276; number 8, F, carries -0.385

=====

# 5
Below is the molecule C16H16F2N6S in a non-equilibrium geometry, with properties calculated with ωB97M-V/def2-TZVPD.

Properties
Highest occupied orbital energy: -8.046 eV
Kohn-Sham gap: 8.34 eV
Structure (SMILES): NC1=N[C@@]2(c3cc(N)ccc3F)CN(c3ncc(F)cn3)C[C@H]2CS1

Positions of all 41 atoms, in Å:
S: 1.76 3.19 0.73
F: -6.41 1.07 -2.69
F: 2.49 -0.08 3.04
N: -2.91 1.77 -1.94
N: -1.26 0.43 -0.92
N: 2.27 -4.24 -0.72
N: 0.34 1.12 1.87
N: -3.34 -0.39 -1.23
N: 0.16 2.96 2.90
C: 0.49 0.21 0.64
C: 3.19 -2.06 2.22
C: -2.53 0.61 -1.38
C: 1.05 0.86 -0.61
C: -0.21 1.42 -1.27
C: -5.12 0.97 -2.19
C: 2.17 1.85 -0.35
C: -0.98 -0.20 0.35
C: 0.79 2.31 1.92
C: 3.17 -3.15 1.37
C: -4.62 -0.23 -1.63
C: 1.43 -0.95 0.89
C: 1.44 -2.09 0.06
C: -4.22 2.02 -2.34
C: 2.33 -0.99 2.00
C: 2.37 -3.10 0.15
H: -1.15 -1.28 0.17
H: -4.37 2.95 -2.84
H: 1.42 -4.39 -1.15
H: -0.49 2.38 -0.85
H: -0.33 2.21 3.39
H: 2.83 1.33 0.34
H: 0.84 -2.05 -0.75
H: 3.03 -4.95 -0.78
H: 2.69 2.10 -1.28
H: 3.90 -2.08 3.02
H: 1.43 0.19 -1.35
H: 3.75 -4.01 1.64
H: -1.74 0.23 1.03
H: -0.43 3.69 2.67
H: 0.00 1.45 -2.34
H: -5.22 -1.07 -1.82

Atomic partial charges in e from the Mulliken method, atoms 1 to 8: number 1, S, carries -0.243; number 2, F, carries -0.289; number 3, F, carries -0.334; number 4, N, carries -0.484; number 5, N, carries 0.318; number 6, N, carries -0.489; number 7, N, carries -0.697; number 8, N, carries -0.547

=====

# 6
Below is the molecule C3H5N3S in a non-equilibrium geometry, with properties calculated with ωB97M-V/def2-TZVPD.

Properties
Highest occupied orbital energy: -9.109 eV
Kohn-Sham gap: 9.04 eV
Energy above the lowest of the compared OMol25 structures with the same formula, charge and spin: 322.1 kJ/mol
Structure (SMILES): C=N/N=C\C=N/S

Positions of all 12 atoms, in Å:
S: 2.53 -0.29 0.31
N: 1.45 0.96 -0.18
N: -2.44 0.12 -0.32
N: -1.63 -0.97 -0.35
C: 0.22 0.71 -0.50
C: -3.03 0.36 0.77
C: -0.39 -0.67 -0.36
H: -0.37 1.55 -0.90
H: -3.64 1.27 0.81
H: 0.23 -1.53 -0.18
H: -2.88 -0.26 1.62
H: 3.65 0.46 0.22

Atomic partial charges in e from the Mulliken method, atoms 1 to 8: number 1, S, carries -0.147; number 2, N, carries -0.409; number 3, N, carries -0.306; number 4, N, carries -0.372; number 5, C, carries 0.117; number 6, C, carries -0.294; number 7, C, carries -0.190; number 8, H, carries 0.427